Formula: C16H33AlBrFIO32S8
Source: OMol25
Level of theory: ωB97M-V/def2-TZVPD

XYZ file:
```
93
Properties=species:S:1:pos:R:3:forces:R:3
F -2.21780 -6.95882 -0.62500 -0.02 -0.97 -0.68
Al -2.33139 -8.35549 -1.68805 0.55 0.70 0.66
Br -0.53549 -9.86760 -1.16051 -0.52 0.37 -0.01
I -4.65098 -9.44960 -1.30184 0.02 0.00 0.09
H -2.20118 -7.95866 -3.20928 -0.05 0.04 0.01
C 0.09988 -3.97992 1.22906 -0.59 0.08 -0.09
C 0.44087 -4.90309 0.08781 0.11 -0.60 0.34
O 0.85797 -4.02031 -0.97526 -0.01 0.71 0.16
S 1.57789 -2.73840 -0.34401 -0.40 -0.85 0.41
O 2.98966 -2.91955 -0.38482 -0.18 0.44 -0.10
O 0.96220 -1.56742 -0.88223 0.38 0.02 -0.16
O 1.08944 -2.93368 1.16871 0.34 0.00 -0.49
H -0.88587 -3.52948 1.08764 0.03 0.03 -0.04
H 0.13354 -4.48310 2.18707 0.24 0.23 -0.04
H -0.41168 -5.51067 -0.21457 0.03 0.12 -0.30
H 1.27871 -5.55568 0.33968 -0.01 0.02 0.01
C 2.68601 1.75497 -1.39991 -0.37 -0.04 0.20
C 1.68849 1.18769 -2.38570 0.32 -0.53 0.06
O 1.47688 2.26125 -3.32659 0.35 0.59 0.02
S 2.82871 3.09549 -3.49183 -0.31 -0.85 0.66
O 3.51536 2.65981 -4.66143 0.06 0.47 0.10
O 2.52731 4.47426 -3.28101 0.09 0.03 -0.34
O 3.59662 2.53528 -2.20832 -0.15 0.01 -0.71
H 2.20904 2.41796 -0.68714 0.03 0.05 0.00
H 3.22679 0.97886 -0.86875 0.20 0.08 -0.08
H 0.75236 0.90451 -1.91499 -0.08 0.16 -0.10
H 2.09680 0.33136 -2.92406 -0.05 0.00 0.03
C -1.25543 2.37330 2.03098 -0.06 0.22 -0.36
C -1.51874 1.09244 1.26679 -0.30 -0.19 0.38
O -0.21863 0.62928 0.88200 0.28 0.48 0.09
S 0.84762 1.03041 2.01281 -0.58 -0.25 0.06
O 1.05116 -0.07594 2.87850 0.24 0.32 -0.09
O 1.93113 1.69075 1.36703 -0.06 -0.18 0.35
O -0.06133 2.10703 2.78663 0.13 -0.41 -0.17
H -1.05901 3.20426 1.35290 0.01 -0.16 0.04
H -2.07200 2.63333 2.69790 0.15 -0.01 0.18
H -2.13801 1.24994 0.38835 0.20 -0.04 -0.14
H -1.97654 0.33328 1.90485 -0.03 0.02 -0.01
C 6.77638 4.85707 -5.00707 -0.10 0.25 -0.39
C 6.48734 3.54485 -5.70412 -0.29 -0.23 0.39
O 7.77400 3.08338 -6.14458 0.34 0.45 0.11
S 8.89699 3.54642 -5.09278 -0.37 -0.02 -0.05
O 9.17091 2.47461 -4.20057 0.16 0.28 -0.12
O 9.93062 4.21342 -5.80526 -0.06 -0.24 0.12
O 8.00862 4.63687 -4.31023 0.06 -0.41 -0.06
H 6.92739 5.66613 -5.72515 -0.02 0.00 0.00
H 5.99331 5.13417 -4.30612 0.13 -0.06 0.17
H 5.81875 3.66024 -6.55175 0.16 -0.08 -0.13
H 6.07293 2.81067 -5.01308 -0.05 0.02 -0.03
C -1.83095 -7.19353 5.89840 -0.01 -0.07 0.42
C -1.46361 -5.72862 6.02188 -0.37 0.14 -0.27
O -0.07545 -5.67516 5.66746 0.10 -0.43 0.01
S 0.23333 -6.79992 4.55799 -0.40 -0.14 0.18
O 0.19241 -6.19597 3.27023 0.22 -0.38 0.29
O 1.34164 -7.57169 4.99497 -0.05 0.30 -0.19
O -1.11548 -7.64908 4.74696 0.25 0.40 -0.16
H -1.49074 -7.76420 6.76522 -0.01 0.02 0.01
H -2.89788 -7.34561 5.75714 0.04 -0.06 -0.23
H -1.60794 -5.34373 7.02744 0.24 0.02 0.02
H -2.02456 -5.11734 5.31171 -0.04 -0.02 0.03
C 1.46764 7.44290 -1.97550 -0.16 -0.46 -0.26
C 2.66728 7.59243 -2.88212 0.45 0.04 0.35
O 2.25395 8.54849 -3.87233 -0.56 0.14 0.17
S 1.24768 9.60710 -3.20650 0.24 -0.36 0.01
O 1.97217 10.77298 -2.83404 -0.30 -0.07 -0.05
O 0.07219 9.67627 -4.00177 0.24 0.17 0.07
O 0.92623 8.77082 -1.86766 0.24 0.24 -0.14
H 0.71224 6.79282 -2.42092 0.03 -0.02 0.01
H 1.73629 7.06664 -0.99165 -0.04 0.18 0.08
H 2.94519 6.65518 -3.34942 -0.12 0.08 -0.23
H 3.52503 8.00397 -2.34441 -0.03 0.01 0.02
C -8.72105 -8.20789 2.20644 0.12 0.23 -0.39
C -7.86751 -9.38389 1.78115 -0.30 -0.37 0.00
O -6.60978 -9.16868 2.43028 -0.07 0.56 0.37
S -6.85168 -8.44269 3.83949 -0.16 -0.23 -0.47
O -6.86162 -9.41872 4.87547 0.07 0.33 0.01
O -6.02475 -7.28881 3.90897 0.02 -0.26 0.17
O -8.37248 -7.98186 3.57796 0.21 -0.30 0.11
H -8.47442 -7.31168 1.63404 0.01 -0.02 -0.02
H -9.78494 -8.41307 2.12117 -0.01 0.00 0.23
H -7.73053 -9.43444 0.70417 0.31 0.06 0.04
H -8.28023 -10.32855 2.14319 -0.04 0.02 -0.03
C -1.08534 7.92102 1.13313 0.14 0.21 -0.37
C -2.55448 8.13390 0.83582 -0.10 0.19 0.44
O -2.98663 6.89123 0.26542 0.42 -0.30 -0.08
S -2.16620 5.68163 0.92899 -0.04 0.80 0.00
O -2.94758 5.11319 1.97305 0.25 -0.19 -0.23
O -1.60866 4.89133 -0.11387 -0.26 -0.05 0.18
O -1.00192 6.56404 1.59620 -0.45 -0.15 0.01
H -0.48135 8.01808 0.23102 0.00 0.05 -0.03
H -0.71161 8.59862 1.89565 0.02 -0.18 0.14
H -2.72576 8.94716 0.13665 -0.06 -0.17 -0.18
H -3.12572 8.30944 1.74987 0.02 0.02 -0.01
```
Forces are in eV/Å.

As for the charge: -1. The spin multiplicity is 1. The calculation puts the LUMO energy at 1.17 eV. For the largest force on an atom, the calculation gives 1.2 eV/Å. As for the energy above the lowest of the compared OMol25 structures with the same formula, charge and spin: 37.6 kJ/mol. The calculated total energy comes out at -9436.7906 a.u.



Formula: C23H35N3O4
Source: OMol25
Level of theory: ωB97M-V/def2-TZVPD

XYZ file:
```
65
Properties=species:S:1:pos:R:3:forces:R:3
C -9.85507 -0.95774 1.25994 -0.01 0.03 -0.05
C -8.53472 -0.77525 0.57491 0.03 -0.11 0.07
C -7.50848 -1.69338 0.72337 -0.18 0.14 -0.01
C -6.28698 -1.52798 0.08920 0.36 0.02 -0.19
C -6.07517 -0.42201 -0.72253 -0.10 0.07 0.01
C -7.10246 0.50945 -0.87771 0.17 -0.03 -0.05
C -8.30986 0.33157 -0.23886 0.13 -0.08 0.01
H -9.09450 1.06222 -0.37156 -0.08 0.09 -0.03
H -6.92827 1.36462 -1.51212 0.02 0.10 -0.08
O -4.92425 -0.14484 -1.41229 -0.38 0.19 -0.06
C -3.81314 -1.00350 -1.27806 0.31 -0.32 0.27
C -3.05562 -0.81363 0.04610 -0.10 -0.23 -0.28
N -2.11958 0.29207 -0.00716 -0.31 -0.14 -0.04
C -0.79723 0.01550 0.06382 0.13 0.36 0.11
O -0.38228 -1.12895 0.11531 0.29 -0.30 -0.02
C 0.16134 1.20175 0.04456 0.25 -0.39 -0.06
C 1.42665 0.83066 0.81274 -0.34 -0.30 -0.06
N 2.47063 1.82343 0.67900 -0.01 -0.05 0.26
C 2.59963 2.68950 -0.35057 -0.25 0.25 -0.27
O 3.53961 3.46024 -0.43559 0.22 0.19 -0.20
C 1.48711 2.72688 -1.38661 0.05 -0.07 -0.10
C 0.57947 1.50778 -1.39497 -0.12 0.24 0.10
H 1.10701 0.64040 -1.79678 -0.04 -0.07 -0.01
H -0.28879 1.69188 -2.03173 0.01 -0.04 -0.03
H 1.95831 2.87520 -2.35984 0.03 0.06 0.11
H 0.90488 3.62933 -1.17527 0.04 0.00 -0.01
C 3.51767 1.77499 1.67998 0.40 0.07 0.20
C 4.38970 0.52069 1.58826 -0.07 0.25 -0.28
C 5.09022 0.42520 0.23362 -0.10 -0.11 0.26
N 5.76279 -0.85211 0.06825 0.02 0.04 -0.11
C 7.00487 -0.93568 0.81817 0.07 -0.34 -0.01
H 6.80440 -0.74503 1.87288 0.07 0.01 0.02
C 7.58919 -2.34012 0.66816 0.00 0.23 0.32
O 7.82902 -2.65959 -0.68162 0.16 0.02 -0.06
C 6.63810 -2.55644 -1.42547 -0.26 0.19 -0.26
C 6.03546 -1.15520 -1.32686 0.14 -0.32 0.00
H 5.09824 -1.12593 -1.88672 0.02 0.02 -0.03
H 6.73716 -0.42678 -1.77117 -0.05 -0.02 -0.02
H 6.89955 -2.79308 -2.45834 -0.08 0.00 0.04
H 5.90374 -3.28768 -1.05501 0.04 0.05 -0.07
H 8.55200 -2.41441 1.17687 -0.09 0.00 0.03
H 6.88654 -3.06712 1.10327 0.07 0.06 0.01
H 7.74139 -0.19500 0.45657 -0.04 -0.01 0.05
H 4.33560 0.49956 -0.55316 0.03 0.05 -0.03
H 5.78046 1.27635 0.11016 -0.04 0.00 -0.07
H 5.12304 0.56860 2.39367 -0.02 -0.04 0.08
H 3.78701 -0.37652 1.73497 0.03 -0.08 0.04
H 4.13590 2.66228 1.52517 -0.12 -0.10 0.13
H 3.05535 1.82845 2.67179 0.01 0.03 -0.07
H 1.19598 0.72542 1.87874 0.05 -0.03 -0.07
H 1.77204 -0.14594 0.45100 -0.10 0.10 0.13
H -0.29418 2.08386 0.49839 0.00 0.02 -0.03
C -2.69169 1.61957 -0.06527 0.03 0.30 0.13
H -3.71673 1.53586 -0.41882 0.07 0.06 0.01
H -2.15003 2.25623 -0.76196 -0.01 0.06 0.00
H -2.69995 2.09251 0.92184 -0.02 0.07 -0.05
H -3.76976 -0.64086 0.85774 0.03 -0.07 -0.03
H -2.46832 -1.70906 0.25928 -0.17 0.10 0.02
H -4.11855 -2.04946 -1.39053 -0.01 0.07 -0.03
H -3.15400 -0.74710 -2.11162 -0.04 -0.10 0.10
H -5.51905 -2.27057 0.23979 0.09 -0.04 0.00
H -7.65480 -2.56200 1.34938 -0.03 -0.08 0.07
H -9.83891 -1.82825 1.91054 -0.06 -0.04 0.06
H -10.64758 -1.09060 0.52408 -0.11 -0.03 0.02
H -10.10010 -0.08025 1.85666 -0.08 0.01 0.08
```
Forces are in eV/Å.

As for the charge: 0. Its structure (SMILES) is Cc1ccc(OCCN(C)C(=O)[C@@H]2CCC(=O)N(CCCN3CCOCC3)C2)cc1. The spin multiplicity is 1. The calculation puts the LUMO energy at 0.59 eV. For the largest force on an atom, the calculation gives 0.5 eV/Å. As for the energy above the lowest of the compared OMol25 structures with the same formula, charge and spin: 101.7 kJ/mol. The calculated total energy comes out at -1362.6558 a.u.